Computed, not measured: a molecular structure, C33H26CrNO3 in a non-equilibrium geometry, with ωB97M-V/def2-TZVPD.

XYZ file:
```
64
C33H26CrNO3 (ωB97M-V/def2-TZVPD)
C -1.944 -1.842 2.954
C -2.694 -0.577 2.750
C -2.678 0.490 3.829
N -3.339 -0.442 1.657
C -4.110 0.686 1.325
C -4.811 0.773 0.130
C -5.561 1.898 -0.147
C -5.615 2.939 0.761
C -4.923 2.861 1.953
C -4.181 1.736 2.220
H -1.419 -1.867 3.909
H -2.626 -2.692 2.917
H -1.211 -1.974 2.157
H -2.038 0.117 4.667
H -2.064 1.395 3.575
H -3.634 0.577 4.409
H -4.764 -0.048 -0.565
H -6.108 1.962 -1.073
H -6.202 3.813 0.538
H -4.960 3.665 2.668
H -3.496 1.384 3.162
O 7.157 -0.684 -2.320
C 6.389 -0.127 -1.690
Cr 5.136 0.766 -0.621
C 3.800 0.647 -1.944
O 2.981 0.574 -2.733
C 5.636 2.460 -1.257
O 5.936 3.495 -1.627
C 6.287 0.793 1.214
C 5.941 -0.547 0.909
C 4.594 -0.893 0.655
C 3.558 0.095 0.716
C 2.224 -0.236 0.382
C 1.146 -0.514 -0.156
C 0.103 -0.836 -0.982
C -0.448 0.232 -1.795
C -0.080 1.567 -1.554
C -0.569 2.596 -2.320
C -1.434 2.335 -3.368
C -1.808 1.034 -3.638
C -1.330 0.013 -2.863
C -0.293 -2.229 -1.032
C 0.211 -3.140 -0.088
C -0.130 -4.470 -0.123
C -0.974 -4.946 -1.110
C -1.480 -4.079 -2.057
C -1.151 -2.753 -2.010
C 3.929 1.447 1.018
C 5.275 1.783 1.291
H 7.330 1.060 1.397
H 6.724 -1.303 0.818
H 4.330 -1.923 0.412
H 0.608 1.779 -0.756
H -0.269 3.611 -2.114
H -1.803 3.142 -3.977
H -2.465 0.819 -4.466
H -1.612 -1.120 -3.065
H 0.876 -2.780 0.677
H 0.267 -5.146 0.617
H -1.229 -5.992 -1.142
H -2.127 -4.446 -2.838
H -1.556 -1.971 -2.803
H 3.158 2.218 1.013
H 5.540 2.814 1.537
```

* HOMO energy (spin up / spin down): -11.759 / -13.575 eV
* HOMO-LUMO gap (spin up / spin down): 6.5 / 3.8 eV
* ⟨S²⟩: 3.83
* LUMO level (spin up / spin down): -5.3 / -9.8 eV
* charge: +2
* multiplicity: 4